Density functional theory data (ωB97M-V/def2-TZVPD) for a cluster of 3 separate species, C13H28NO6S in total.

Its charge is +1. Its HOMO energy is -0.430 hartree. For the HOMO-LUMO gap, the calculation gives 8.6495 eV. The calculated total energy is -1416.3016 a.u. As for the spin multiplicity: 1.

Last column: natural (NBO) charge in e.
CARTESIAN COORDINATES (ANGSTROEM)
S  2.57  3.01  0.54  -0.01
C  1.25  2.66  -0.64  -0.52
C  0.04  1.93  -0.07  -0.44
C  -0.71  1.14  -1.17  -0.45
C  -2.21  1.33  -1.27  -0.01
C  -2.78  2.74  -1.28  -0.43
C  -4.18  2.58  -0.69  -0.42
C  -3.89  1.71  0.52  -0.21
N  -2.93  0.68  -0.05  -0.52
H  2.04  4.06  1.18  0.13
H  0.96  3.58  -1.15  0.23
H  1.74  2.01  -1.36  0.22
H  -0.62  2.64  0.44  0.19
H  0.40  1.24  0.70  0.22
H  -0.30  1.36  -2.16  0.24
H  -0.53  0.07  -1.02  0.27
H  -2.58  0.79  -2.13  0.22
H  -2.77  3.18  -2.27  0.25
H  -2.19  3.38  -0.61  0.22
H  -4.65  3.52  -0.42  0.26
H  -4.83  2.04  -1.38  0.22
H  -4.73  1.20  0.97  0.24
H  -3.34  2.26  1.29  0.22
H  -2.25  0.35  0.64  0.44
H  -3.46  -0.13  -0.37  0.43
C  4.86  -3.16  4.44  -0.26
O  3.93  -2.92  3.37  -0.49
C  4.01  -1.69  2.86  0.98
O  4.74  -0.81  3.22  -0.63
O  3.12  -1.60  1.86  -0.51
C  3.05  -0.34  1.20  -0.26
H  4.67  -4.19  4.74  0.20
H  5.88  -3.04  4.10  0.20
H  4.67  -2.48  5.27  0.20
H  4.03  -0.05  0.82  0.21
H  2.68  0.44  1.87  0.20
H  2.36  -0.49  0.38  0.18
C  -1.52  -1.60  -3.88  -0.26
O  -1.07  -1.32  -2.54  -0.54
C  -0.67  -2.41  -1.87  0.98
O  -0.69  -3.54  -2.28  -0.60
O  -0.26  -2.03  -0.66  -0.53
C  0.18  -3.10  0.20  -0.26
H  -1.80  -0.64  -4.29  0.19
H  -0.71  -2.05  -4.46  0.21
H  -2.37  -2.28  -3.86  0.20
H  1.02  -3.64  -0.23  0.21
H  -0.63  -3.80  0.40  0.20
H  0.49  -2.60  1.11  0.21